(1)
Formula: C5H14OS
Source: the OMol25 dataset
Level of theory: ωB97M-V/def2-TZVPD

Last column: Mulliken charge in e.
Cartesian coordinates (Å):
1 C 1.684 -0.002 -1.988  -0.87
2 C 1.354 1.215 -1.110  -0.41
3 C 1.336 0.843 0.404  -0.51
4 C 0.747 -0.508 0.806  -0.85
5 S -0.938 -0.913 0.198  -0.05
6 C -0.633 -2.445 -0.681  -0.96
7 H 0.863 -0.701 -1.876  0.01
8 H 1.826 0.266 -3.039  0.39
9 H 2.651 -0.382 -1.665  0.30
10 H 0.341 1.568 -1.314  0.30
11 H 2.146 1.959 -1.183  0.30
12 H 0.771 1.640 0.901  0.21
13 H 2.355 0.864 0.776  0.38
14 H 1.420 -1.322 0.547  0.39
15 H 0.584 -0.484 1.878  0.42
16 H -1.562 -2.782 -1.142  0.33
17 H -0.294 -3.175 0.059  0.29
18 H 0.071 -2.585 -1.507  0.33
19 H -1.995 3.262 2.398  0.31
20 H -1.755 2.050 1.409  0.32
21 O -2.306 2.402 2.113  -0.64

Values from the calculation:
* net charge: 0
* frontier orbital gap: 9.34 eV

(2)
Formula: C21H28N2O2S
Source: the OMol25 dataset
Level of theory: ωB97M-V/def2-TZVPD

Last column: Mulliken charge in e.
Cartesian coordinates (Å):
1 C -0.914 -2.886 -0.664  -1.05
2 C 0.527 -2.557 -0.430  0.64
3 C 1.544 -3.371 -0.910  -0.99
4 C 2.868 -3.052 -0.673  -1.02
5 C 3.226 -1.910 0.034  1.44
6 C 2.207 -1.081 0.512  0.06
7 C 0.880 -1.422 0.287  0.10
8 H 0.107 -0.770 0.664  0.61
9 C 2.493 0.201 1.254  -1.41
10 N 2.198 1.415 0.514  0.14
11 S 0.733 2.138 0.695  1.21
12 O 0.185 1.775 1.962  -0.70
13 O 0.899 3.533 0.412  -0.78
14 N -0.210 1.444 -0.521  0.59
15 C 0.402 1.704 -1.810  -0.99
16 C 1.777 1.047 -1.896  -0.15
17 C 2.714 1.606 -0.823  -1.20
18 H 3.701 1.145 -0.890  0.38
19 H 2.816 2.687 -0.955  0.46
20 H 2.202 1.241 -2.882  0.48
21 H 1.669 -0.030 -1.766  0.07
22 H -0.250 1.289 -2.584  0.24
23 H 0.500 2.789 -1.969  0.37
24 C -1.608 1.868 -0.399  -2.11
25 C -2.502 0.676 -0.164  1.32
26 C -2.433 0.063 1.080  -0.49
27 C -3.203 -1.048 1.393  0.73
28 C -4.071 -1.536 0.426  -0.84
29 C -4.149 -0.932 -0.814  -0.93
30 C -3.368 0.173 -1.136  0.98
31 C -3.489 0.790 -2.500  -1.62
32 H -4.197 0.230 -3.106  0.39
33 H -2.529 0.794 -3.013  0.20
34 H -3.841 1.819 -2.430  0.37
35 H -4.830 -1.329 -1.554  0.34
36 H -4.690 -2.396 0.642  0.40
37 C -3.109 -1.681 2.748  -1.75
38 H -3.738 -1.140 3.456  0.38
39 H -3.443 -2.716 2.720  0.40
40 H -2.086 -1.645 3.116  0.34
41 H -1.755 0.474 1.814  0.60
42 H -1.672 2.536 0.466  0.59
43 H -1.904 2.435 -1.283  0.53
44 H 1.863 0.264 2.143  0.47
45 H 3.540 0.254 1.565  0.44
46 C 4.680 -1.622 0.274  -1.68
47 H 5.297 -2.369 -0.219  0.38
48 H 4.962 -0.642 -0.110  0.27
49 H 4.906 -1.645 1.340  0.36
50 H 3.644 -3.704 -1.048  0.36
51 H 1.301 -4.262 -1.471  0.41
52 H -1.451 -2.011 -1.023  -0.01
53 H -1.385 -3.196 0.268  0.29
54 H -1.018 -3.691 -1.388  0.35

Values from the calculation:
* net charge: 0
* frontier orbital gap: 9.48 eV

(3)
Formula: C5H10O4
Source: the OMol25 dataset
Level of theory: ωB97M-V/def2-TZVPD

Last column: Mulliken charge in e.
Cartesian coordinates (Å):
1 C -0.365 1.414 -1.063  0.33
2 C 0.921 1.830 -0.526  -1.09
3 O -0.317 -0.518 -1.146  -0.57
4 O -1.489 1.609 -0.387  -0.45
5 H -1.334 1.479 0.562  0.38
6 H 0.182 -0.762 -1.939  0.31
7 H -0.548 1.512 -2.128  0.37
8 H 1.600 0.882 -0.490  0.40
9 H 1.387 2.597 -1.144  0.33
10 H 0.873 2.136 0.518  0.34
11 C 0.769 -1.262 0.036  0.85
12 C 0.043 -1.030 1.347  -0.19
13 C -1.268 -0.922 1.534  -0.98
14 O 0.718 -2.602 -0.352  -0.51
15 O 1.906 -0.724 -0.094  -0.84
16 H -0.155 -2.956 -0.136  0.34
17 H 0.729 -0.995 2.187  0.33
18 H -1.684 -0.727 2.515  0.31
19 H -1.966 -0.961 0.707  0.36

Values from the calculation:
* net charge: 0
* frontier orbital gap: 9.83 eV

(4)
Formula: C18H40MgP2Si
Source: the OMol25 dataset
Level of theory: ωB97M-V/def2-TZVPD

Last column: Mulliken charge in e.
Cartesian coordinates (Å):
1 P 0.511 -2.609 0.443  0.37
2 P 0.005 1.670 1.275  0.14
3 C 0.093 -0.915 -0.416  0.31
4 C 0.770 0.443 0.038  0.27
5 H -1.073 -0.821 -0.659  0.22
6 H 0.401 -1.119 -1.428  -1.10
7 H 1.808 0.250 0.356  0.25
8 H 0.837 1.057 -0.862  -0.90
9 C -1.536 2.269 0.432  -1.37
10 H -2.077 2.901 1.148  0.53
11 H -2.228 1.477 0.099  0.27
12 H -1.254 2.883 -0.434  0.36
13 C 1.152 3.067 0.944  -1.51
14 H 0.744 3.698 0.139  0.43
15 H 2.139 2.682 0.648  0.40
16 H 1.254 3.666 1.867  0.39
17 C -0.663 -3.703 -0.447  -1.20
18 H -0.745 -4.608 0.178  0.45
19 H -0.303 -3.991 -1.445  0.34
20 H -1.671 -3.263 -0.525  0.31
21 C 2.157 -2.982 -0.248  -1.14
22 H 2.793 -2.085 -0.196  0.31
23 H 2.112 -3.365 -1.275  0.43
24 H 2.571 -3.768 0.405  0.41
25 Mg -1.299 -0.584 1.160  1.13
26 C 0.567 1.033 -3.082  -0.37
27 C -0.776 0.973 -2.848  0.15
28 C -1.714 0.394 -3.859  -1.04
29 C -1.440 -1.068 -4.286  -0.91
30 C -0.657 -1.882 -3.306  0.26
31 C 0.699 -1.915 -3.296  -0.17
32 C 1.586 -1.079 -4.175  -1.10
33 C 1.237 0.438 -4.263  -0.99
34 C -0.005 -0.945 3.445  -0.86
35 H 1.185 1.742 -2.539  0.58
36 H -1.248 1.583 -2.081  0.19
37 H -1.739 1.013 -4.782  0.32
38 H -2.733 0.433 -3.447  0.36
39 H -2.417 -1.568 -4.416  0.47
40 H -0.953 -1.085 -5.277  0.30
41 H -1.225 -2.588 -2.690  0.25
42 H 1.231 -2.713 -2.757  0.26
43 H 1.623 -1.507 -5.200  0.33
44 H 2.622 -1.182 -3.802  0.35
45 H 2.203 0.950 -4.404  0.43
46 H 0.684 0.603 -5.198  0.34
47 H 1.049 -0.995 3.739  0.33
48 H -0.024 -1.534 2.476  -0.30
49 H -0.486 -1.591 4.208  0.30
50 C 1.335 1.546 4.510  -1.24
51 Si -0.380 0.915 3.983  1.23
52 C -1.308 0.423 5.594  -1.36
53 C -1.336 2.588 3.723  -1.41
54 H 1.908 0.680 4.878  0.34
55 H 1.199 2.264 5.336  0.32
56 H 1.897 2.029 3.693  0.30
57 H -1.127 1.175 6.374  0.34
58 H -2.389 0.348 5.418  0.28
59 H -0.952 -0.548 5.962  0.39
60 H -1.422 3.028 4.731  0.46
61 H -0.839 3.352 3.102  0.47
62 H -2.354 2.439 3.339  0.29

Values from the calculation:
* net charge: 0
* frontier orbital gap: 4.79 eV

(5)
Formula: C5H9ClS2
Source: the OMol25 dataset
Level of theory: ωB97M-V/def2-TZVPD

Last column: Mulliken charge in e.
Cartesian coordinates (Å):
1 C 1.063 -1.139 -0.459  -0.86
2 C 0.810 -0.036 0.610  -0.24
3 C 0.417 1.445 0.424  -0.45
4 C -0.507 0.445 1.040  -0.06
5 C -1.788 0.065 0.382  -0.71
6 H 0.343 -2.496 -2.252  0.13
7 H 2.148 -1.109 -0.633  0.44
8 H 0.886 -2.038 0.123  0.40
9 H 1.519 -0.080 1.427  0.36
10 H 0.868 2.106 1.145  0.38
11 H 1.314 1.890 -1.829  0.13
12 H -0.641 0.607 2.104  0.36
13 H -1.767 0.111 -0.703  0.34
14 H -2.625 0.709 0.693  0.40
15 S 0.121 -1.184 -2.005  -0.18
16 S 0.122 2.245 -1.187  -0.21
17 Cl -2.284 -1.543 1.118  -0.22

Values from the calculation:
* net charge: 0
* frontier orbital gap: 9.59 eV

(6)
Formula: C2H7OPS
Source: the OMol25 dataset
Level of theory: ωB97M-V/def2-TZVPD

Last column: Mulliken charge in e.
Cartesian coordinates (Å):
1 C 2.236 0.852 0.439  -0.72
2 C -3.076 0.896 -0.486  -0.78
3 O -1.113 -0.688 0.100  -0.30
4 P -2.590 -0.706 0.380  0.19
5 S 1.484 1.912 -0.811  -0.13
6 H 3.147 1.507 0.574  0.27
7 H 2.290 -0.163 0.241  0.30
8 H 1.682 0.953 1.433  0.26
9 H -4.109 1.231 -0.756  0.31
10 H -2.707 1.576 0.290  0.28
11 H -2.498 1.150 -1.369  0.30
12 H 0.315 1.384 -0.786  0.02

Values from the calculation:
* net charge: 0
* multiplicity: 3
* frontier orbital gap (alpha / beta): 8.34 / 5.98 eV

(7)
Formula: C2H11N4
Source: the OMol25 dataset
Level of theory: ωB97M-V/def2-TZVPD

Last column: Mulliken charge in e.
Cartesian coordinates (Å):
1 C 1.824 0.614 0.239  -0.94
2 C -0.326 -0.483 -1.426  -0.72
3 N -0.920 1.472 0.194  -0.43
4 N -1.439 -0.969 0.586  -0.67
5 N 0.881 -0.454 0.524  -0.31
6 N -0.354 -0.291 0.063  0.47
7 H 1.205 1.457 0.023  0.48
8 H 2.541 0.803 1.080  0.32
9 H 2.442 0.226 -0.574  0.32
10 H 0.459 0.224 -1.734  0.32
11 H -0.115 -1.680 -1.646  0.29
12 H -1.384 -0.290 -1.618  0.42
13 H -1.824 1.726 -0.269  0.27
14 H -0.920 1.607 1.234  0.26
15 H -1.487 -1.955 0.280  0.28
16 H -1.571 -1.050 1.632  0.30
17 H 0.988 -0.956 1.412  0.34

Values from the calculation:
* net charge: +1
* frontier orbital gap (alpha / beta): 9.38 / 9.38 eV

(8)
Formula: C3H4ClN
Source: the OMol25 dataset
Level of theory: ωB97M-V/def2-TZVPD

Last column: Mulliken charge in e.
Cartesian coordinates (Å):
1 C -0.357 0.147 1.558  -0.74
2 C -0.928 0.015 0.441  0.23
3 C -0.967 -0.135 -0.829  -0.50
4 N 1.576 0.286 -0.749  -0.49
5 Cl 1.778 0.160 0.857  0.08
6 H -0.375 0.430 2.498  0.54
7 H -1.145 0.750 -1.298  0.27
8 H -1.143 -0.987 -1.332  0.36
9 H 1.561 -0.665 -1.148  0.26

Values from the calculation:
* net charge: 0
* frontier orbital gap: 8.68 eV